Entry 1:
C10H21Cl6NO5 | the ωB97M-V functional and the def2-TZVPD basis

The geometry in XYZ format:
```
43
Properties=species:S:1:pos:R:3:nbo_charge:R:1
Cl 1.5201 4.4807 0.8589 -0.096
C 1.1757 2.7191 0.4904 -0.389
C 1.4218 1.7771 1.6279 -0.439
Cl 3.0476 1.9828 2.3987 -0.120
H 1.6142 2.4190 -0.4613 0.207
H 0.1053 2.7362 0.2854 0.228
H 1.4466 0.8011 1.1433 0.289
H 0.7273 1.7477 2.4674 0.219
Cl -1.9698 2.7583 -0.0244 -0.062
C -2.8162 1.6731 1.1797 -0.382
C -2.5354 1.8161 2.6114 -0.405
Cl -1.1018 0.9455 3.1755 0.017
H -2.6378 0.6571 0.8276 0.244
H -3.8670 1.9231 1.0332 0.239
H -3.2824 1.3748 3.2712 0.251
H -2.3685 2.8867 2.7298 0.244
Cl -1.2902 -3.5079 -2.8336 -0.083
C -0.1401 -2.5151 -1.8965 -0.420
C -0.2320 -3.1354 -0.5102 -0.381
Cl 0.3839 -4.8472 -0.3904 -0.042
H -0.4359 -1.4721 -2.0090 0.237
H 0.8845 -2.6700 -2.2346 0.225
H -1.2603 -3.0568 -0.1574 0.215
H 0.2630 -2.4455 0.1732 0.208
C 2.2720 -0.4382 -1.3618 -0.515
N 2.6780 -1.8425 -1.6178 0.531
O 2.0617 -2.5859 -0.8701 -0.392
O 3.4122 -2.1438 -2.5791 -0.376
H 1.9208 -0.1038 -2.3380 0.197
H 3.2359 -0.0002 -1.1026 0.244
H 1.4815 -0.3216 -0.6206 0.262
C -0.8058 -1.1742 1.8110 -0.286
O -1.2390 -0.7916 0.5920 -0.505
C -0.3812 -0.0157 -0.2269 1.097
O 0.7118 0.5242 0.0768 -0.685
O -0.9204 -0.0369 -1.4446 -0.496
C -0.3469 0.7540 -2.4552 -0.267
H -1.6500 -1.6361 2.3229 0.202
H -0.5302 -0.2961 2.3950 0.171
H 0.0756 -1.8152 1.8290 0.185
H -1.0943 0.8420 -3.2437 0.227
H 0.5703 0.2642 -2.7821 0.190
H -0.1046 1.7691 -2.1408 0.211
```

The calculated total energy is -3585.29635 a.u. As for the HOMO energy: -9.7 eV. The value obtained for the relative energy (zero: lowest compared OMol25 entry of this formula, charge and spin) is 218.1 kcal/mol.

=====

Entry 2:
C10H21ClF3NO6PS2Ti | the ωB97M-V functional and the def2-TZVPD basis

The geometry in XYZ format:
```
46
Properties=species:S:1:pos:R:3:nbo_charge:R:1
C 3.5347 1.2060 0.4683 -0.621
C 2.3689 2.1959 0.6361 -0.224
C 2.2853 3.1886 -0.5276 -0.618
C 1.0478 1.5091 1.0332 -0.741
P -0.1008 0.8926 -0.3552 1.355
N 0.9866 0.5753 -1.6466 -1.176
C -0.2777 -0.8691 0.3513 -0.751
C 0.9863 -1.6865 0.5434 -0.411
C 0.6642 -3.0731 1.1043 -0.674
S -0.1871 -4.0424 -0.1082 2.366
O -1.6040 -3.9372 0.1081 -0.962
O 0.3451 -3.7986 -1.4125 -0.925
O 0.3214 -5.4565 0.4094 -0.880
C -1.7194 0.5696 -1.5438 -0.858
C -1.4846 1.3443 -2.7928 0.566
O -1.4935 2.5295 -2.9017 -0.508
Cl -1.1761 0.2919 -4.2096 -0.109
S -1.8748 1.4154 1.3894 1.730
O -1.6859 0.9961 2.7558 -0.900
O -2.5139 2.6807 1.1473 -0.896
C -3.5460 0.2044 1.0807 0.694
F -4.7208 0.9020 0.1942 -0.483
F -3.5048 -0.9759 0.4221 -0.349
F -4.2996 -0.0698 2.1315 -0.326
H 4.1171 1.1193 1.3837 0.224
H 3.1957 0.1971 0.2252 0.188
H 4.2108 1.5158 -0.3277 0.221
H 2.6136 2.8085 1.5065 0.210
H 3.1226 3.8810 -0.4552 0.218
H 1.3693 3.7786 -0.4995 0.216
H 2.3421 2.7095 -1.5024 0.216
H 0.4606 2.2927 1.5285 0.217
H 1.2060 0.7641 1.8144 0.217
H -0.3524 2.2475 -0.6996 -0.062
H 0.7717 -0.2877 -2.1338 0.390
H 1.9540 0.5223 -1.3576 0.395
H -0.9246 -1.4271 -0.3236 0.217
H -0.7977 -0.8532 1.3135 0.208
H 1.4878 -1.8164 -0.4141 0.234
H 1.6931 -1.2302 1.2341 0.228
H 1.5633 -3.5959 1.4128 0.267
H -0.0238 -3.0219 1.9472 0.244
H 0.0136 -6.1568 -0.1869 0.514
H -2.5983 1.0428 -1.1060 0.209
H -1.8886 -0.4764 -1.7722 0.224
Ti -5.8871 -0.6054 0.1356 1.706
```

The calculated total energy is -3646.24235 a.u. The net charge is +1. As for the HOMO energy: -10.6 eV.

=====

Entry 3:
C10H21ClN5 | the ωB97M-V functional and the def2-TZVPD basis

The geometry in XYZ format:
```
37
Properties=species:S:1:pos:R:3:nbo_charge:R:1
C 2.2618 -1.4197 1.1327 -0.622
C 1.3280 -2.5258 0.6156 -0.221
C 1.9986 -3.2502 -0.5737 -0.592
C -0.0310 -2.0243 0.1341 -0.385
C -0.6856 -0.9128 0.9848 -0.459
C -1.6995 -0.1867 0.1837 0.511
N -2.6796 -0.8335 -0.4791 -0.496
C -3.4730 0.0794 -1.1152 0.093
Cl -4.8092 -0.3265 -2.0691 0.126
C -2.9878 1.3115 -0.8395 -0.088
N -1.8668 1.1159 -0.0224 -0.287
C -1.0832 2.2631 0.4564 -0.243
C 0.3634 2.3582 -0.0580 0.385
N 0.6088 1.3245 -1.0633 -0.874
N 1.2848 2.2610 1.0498 -0.828
N 0.5024 3.7443 -0.5917 -0.839
H 2.2130 -1.3513 2.2153 0.217
H 1.9999 -0.4685 0.6914 0.194
H 3.2887 -1.6665 0.8987 0.227
H 1.2007 -3.2843 1.3792 0.208
H 1.4784 -4.1647 -0.8375 0.215
H 3.0502 -3.4258 -0.3954 0.221
H 1.9340 -2.5977 -1.4439 0.196
H -0.0101 -1.7150 -0.9046 0.215
H -0.7056 -2.8800 0.1825 0.206
H 0.0252 -0.1832 1.3513 0.241
H -1.1902 -1.3394 1.8458 0.248
H -2.7953 -1.8333 -0.4954 0.456
H -3.3280 2.2732 -1.1567 0.261
H -1.5891 3.1375 0.0783 0.255
H -1.1384 2.3324 1.5352 0.238
H 0.0146 1.4439 -1.8734 0.365
H 1.5728 1.3663 -1.3640 0.380
H 2.1820 1.8974 0.7635 0.376
H 0.9213 1.7263 1.8223 0.369
H 0.3795 3.7267 -1.5979 0.353
H 1.4644 4.0277 -0.4399 0.378
```

The calculated total energy is -1127.40054 a.u. The net charge is +1. As for the HOMO energy: -12.6 eV.

=====

Entry 4:
C10H21F3IO2P2Y | the ωB97M-V functional and the def2-TZVPD basis

The geometry in XYZ format:
```
40
Properties=species:S:1:pos:R:3:nbo_charge:R:1
C 4.8089 1.5319 -3.0208 -0.827
C 3.9024 0.8231 -2.1200 1.021
H 5.8304 1.0673 -3.0322 0.383
H 4.8793 2.5869 -2.7201 0.370
H 4.3911 1.5386 -4.0381 0.370
O 3.3178 0.1019 -1.3359 -0.345
I -0.6500 2.8900 -2.0416 -0.260
Y 0.8119 0.6477 -0.8171 1.203
P -0.2732 -1.1888 -2.3951 0.704
C -0.6146 -2.8346 -1.7108 -0.917
C -1.8937 -0.8722 -3.1652 -0.901
H -2.1225 -1.7546 -3.7868 0.251
H 0.1490 -2.1400 -4.5595 0.276
H -1.8354 0.0488 -3.7615 0.262
H 1.3308 -0.8259 -4.1969 0.222
H -1.3485 -2.7401 -0.9003 0.279
H -2.6402 -0.7722 -2.3651 0.285
C 0.7950 -1.6916 -3.7846 -0.935
H -1.0239 -3.4100 -2.5528 0.256
H 1.5239 -2.4402 -3.4339 0.248
H 0.3203 -3.2611 -1.3326 0.232
P 1.1860 1.8892 1.4992 0.706
C 1.1622 0.9094 3.0250 -0.918
C 2.8424 2.6297 1.6793 -0.935
H 0.0349 3.9965 1.2368 0.262
H 0.4117 3.5885 2.9757 0.251
H -0.9569 2.7760 2.1285 0.285
C 0.0435 3.2131 2.0065 -0.902
H 3.1765 3.0735 0.7320 0.222
H 2.7780 3.4081 2.4591 0.276
H 1.3699 1.6319 3.8261 0.256
H 1.9300 0.1318 2.9594 0.232
H 3.5586 1.8528 1.9923 0.248
H 0.1694 0.4581 3.1456 0.279
C 0.8109 -1.3184 0.7363 0.452
O 0.5597 -2.1595 1.4954 -0.363
F -1.7542 0.4629 1.7174 -0.380
C -1.6585 0.3509 0.3456 0.592
F -2.3609 -0.8101 0.0986 -0.379
F -2.4646 1.3582 -0.1478 -0.362
```

The calculated total energy is -1861.78873 a.u. The net charge is +2. As for the HOMO energy (alpha / beta): -14.7 / -14.7 eV. The value obtained for the relative energy (zero: lowest compared OMol25 entry of this formula, charge and spin) is 31.2 kcal/mol.

=====

Entry 5:
C10H21IrO5 | the ωB97M-V functional and the def2-TZVPD basis

The geometry in XYZ format:
```
37
Properties=species:S:1:pos:R:3:mulliken_spin:R:1
Ir 0.0000 0.0000 0.0000 0.755
C 1.6274 -1.8148 0.8349 -0.018
C 2.5315 -0.6232 1.0218 0.007
O 1.7102 0.5275 0.8790 -0.001
C 1.2419 1.0714 2.1064 -0.021
C -0.2800 1.0120 2.1723 -0.042
O -0.9544 1.4135 0.9889 -0.032
C -0.5850 2.6815 0.4577 0.008
C 0.4129 2.5604 -0.7083 -0.022
O 0.3179 1.3221 -1.4162 0.143
C -0.9485 1.1724 -2.0783 -0.025
C -1.4341 -0.2709 -1.9743 0.024
O -1.7045 -0.5991 -0.6073 -0.037
C -1.4308 -1.9544 -0.2534 -0.005
C -0.0586 -2.5169 -0.6699 -0.002
O 1.0113 -1.6035 -0.4293 0.043
H 0.8675 -1.8560 1.6221 0.036
H 2.2005 -2.7472 0.8241 0.001
H 3.2683 -0.5851 0.2122 -0.001
H 3.0745 -0.6473 1.9722 0.005
H 1.5749 2.1140 2.1355 0.002
H 1.6714 0.5765 2.9851 -0.009
H -0.6447 1.6128 3.0130 0.000
H -0.5895 -0.0208 2.3616 0.080
H -0.2212 3.3685 1.2308 0.005
H -1.5095 3.1306 0.0780 0.002
H 1.4363 2.6392 -0.3301 0.004
H 0.2901 3.3987 -1.4047 0.001
H -0.8015 1.4396 -3.1302 0.004
H -1.7141 1.8377 -1.6690 -0.004
H -0.6768 -0.9122 -2.4262 -0.001
H -2.3645 -0.3957 -2.5378 0.000
H -2.2269 -2.5894 -0.6579 0.019
H -1.5115 -1.9994 0.8377 0.011
H -0.0550 -2.7340 -1.7428 0.000
H 0.1223 -3.4793 -0.1746 -0.002
H 0.0000 0.0000 1.7243 0.069
```

The calculated total energy is -872.60554 a.u. The net charge is +3. The multiplicity is 2. As for the HOMO energy (alpha / beta): -20.2 / -21.7 eV.

=====

Entry 6:
C10H21N2 | the ωB97M-V functional and the def2-TZVPD basis

The geometry in XYZ format:
```
33
Properties=species:S:1:pos:R:3:nbo_charge:R:1
C -1.9736 0.5498 0.4965 0.090
C -0.9371 0.7543 -0.3933 -0.054
C 1.1971 1.6726 -0.8471 -0.089
C -5.5964 -0.3473 0.1249 -0.603
C 3.7630 -2.4562 -0.8156 -0.622
C 2.8808 1.5341 1.0940 -0.445
C -3.1398 -0.2133 0.1245 -0.486
C -4.3964 0.4159 0.6723 -0.379
C 3.6055 -0.9816 -0.3905 -0.415
C 2.2185 -0.6091 -0.0913 -0.213
N 0.0493 1.5708 -0.1057 -0.304
N 2.0907 0.9218 0.0817 -0.119
H -1.9868 0.9476 1.4949 0.221
H -0.9707 0.1297 -1.3409 0.181
H 1.1477 1.3403 -1.9124 0.202
H 1.5614 2.7617 -0.8872 0.221
H -6.5263 -0.0952 0.6950 0.228
H -5.4195 -1.4186 0.1756 0.212
H -5.7248 0.0374 -0.8323 0.214
H 4.8155 -2.6038 -0.8813 0.233
H 3.4601 -3.2833 -0.0874 0.227
H 3.5501 -2.6046 -1.8280 0.219
H 3.6566 0.8534 1.3548 0.240
H 3.2433 2.5519 0.7096 0.237
H 2.2662 1.6864 2.0076 0.248
H -3.0402 -1.1928 0.6381 0.259
H -3.0691 -0.4230 -0.9576 0.223
H -4.3332 0.3330 1.7799 0.206
H -4.3196 1.4687 0.4416 0.208
H 4.0361 -0.4186 -1.2034 0.224
H 4.3072 -0.9089 0.5839 0.209
H 1.6027 -0.8792 -0.8018 0.202
H 1.9818 -1.0939 0.9008 0.221
```

The calculated total energy is -502.73183 a.u. The net charge is +1. As for the HOMO energy (alpha / beta): -12.1 / -13.9 eV. The value obtained for the relative energy (zero: lowest compared OMol25 entry of this formula, charge and spin) is 85.6 kcal/mol.

=====

> Which of these has the highest calculated total energy?

C10H21N2

=====

> The highest calculated total energy belongs to which entry?

C10H21N2

=====

> What is the formula in the first record?

C10H21Cl6NO5